(1)
# C35H26Cl5CoN5O3S3

C35H26Cl5CoN5O3S3 as an isolated structure at a distorted geometry (ωB97M-V with the def2-TZVPD basis set, OMol25).

The spin multiplicity is 5. Its net charge is +1. The molecular weight comes out at 897.0 g mol⁻¹. Its LUMO energy (alpha / beta) is -3.065 / -6.083 eV. Its HOMO energy (alpha / beta) is -0.3899 / -0.3899 hartree. For the gap between HOMO and LUMO (alpha / beta), the calculation gives 0.2773 / 0.1664 Eh.

XYZ file:
```
78
Properties=species:S:1:pos:R:3:forces:R:3:lowdin_charge:R:1
Co -0.016700 -0.080000 0.102600 -0.100 0.012 0.094 0.561
Cl 0.556300 -0.271900 3.185500 -0.348 -0.131 0.591 0.707
Cl 2.817100 0.769000 -1.529100 0.092 0.230 -0.428 0.791
Cl 3.401500 -0.323100 4.556500 -0.053 0.000 0.115 0.707
Cl 5.618900 0.735500 -0.239700 0.183 0.029 -0.070 0.706
Cl 5.914700 0.262300 2.814800 0.226 -0.068 0.120 0.711
S -0.026900 4.721600 0.090200 -0.049 -0.448 0.387 1.033
S 0.270200 -2.536200 -0.036300 0.955 -1.887 -0.743 0.854
S -0.181300 2.832500 2.371100 0.292 0.350 -0.508 1.003
O -0.182900 3.975500 -3.488400 0.011 0.420 0.115 0.077
O -0.154000 0.098900 -1.871900 -0.221 1.051 -0.450 -0.090
O 0.373200 -2.613700 1.419600 -0.245 -0.168 1.137 -0.504
N -0.181900 2.342600 -1.477000 0.007 2.133 2.470 0.089
N -7.106000 -0.892500 -0.593900 0.342 -0.087 -0.024 0.172
N -0.179000 2.059000 -0.166000 -0.216 -1.602 -1.895 -0.077
N -2.068100 -0.260000 0.431800 -0.198 0.063 -0.145 -0.004
N -6.977400 0.980800 0.609000 0.967 0.071 0.119 0.184
C -0.023100 0.504300 -4.642000 0.050 -0.224 -0.544 -0.009
C -4.105900 -1.068600 -0.528400 -0.258 0.280 0.219 0.023
C 4.493600 -2.631200 -1.687400 0.072 0.048 -0.058 -0.069
C 3.001500 -2.860700 0.174200 -0.222 -0.075 0.174 -0.064
C -0.105500 2.891100 -4.248700 0.020 -0.222 -0.247 -0.247
C -0.095300 1.570800 -3.737800 -0.026 0.426 0.763 -0.071
C 0.040100 2.025500 -6.500300 -0.041 0.220 0.344 -0.043
C 0.041700 0.722300 -6.001400 -0.024 -0.394 0.334 -0.065
C 4.369000 0.203800 2.091200 -0.276 0.027 -0.156 -0.713
C -10.655100 0.823500 0.466000 0.040 0.192 0.080 -0.082
C 3.419700 -2.441500 -2.544100 0.038 -0.101 -0.023 -0.083
C -0.280800 -4.209800 -0.604700 -0.084 0.948 -0.037 -0.163
C 2.130900 -2.445800 -2.041800 0.049 -0.074 -0.020 -0.115
C -4.151600 0.776600 0.979700 -0.140 -0.164 -0.067 0.030
C -4.857900 -0.097500 0.143400 1.032 -0.175 0.005 -0.110
C -0.035500 3.088600 -5.635200 0.000 0.153 0.159 0.008
C 4.233000 0.436800 0.721300 -0.067 0.016 0.181 -0.723
C -9.626200 -1.036100 -0.707800 -0.169 -0.146 -0.113 -0.018
C 2.963200 0.428200 0.152200 -0.185 -0.006 0.723 -0.683
C -0.366800 5.445500 1.734700 -0.029 -0.090 -0.313 -0.476
C -2.737500 -1.097200 -0.367300 -0.059 -0.111 0.001 -0.113
C 0.297800 4.560300 2.760000 -0.043 -0.299 -0.142 -0.454
C 1.813000 0.174900 0.897000 0.417 0.043 0.133 -0.280
C -2.786400 0.647700 1.105300 -0.155 0.010 0.064 -0.101
C -0.145300 1.296500 -2.298200 -0.071 -2.815 -1.468 -0.412
C -0.134000 3.064500 0.651700 0.045 2.067 0.779 -0.834
C -6.291500 0.014000 0.042500 -0.977 0.335 0.080 -0.277
C -8.394700 -0.485400 -0.384800 -0.307 0.717 0.471 -0.184
C 1.941700 -2.654500 -0.687700 -0.318 0.132 -0.267 -0.389
C -9.439500 1.388400 0.777000 0.019 -0.086 -0.027 -0.006
C 1.985300 -0.026600 2.265300 0.392 0.071 -0.699 -0.721
C -10.748900 -0.372300 -0.257500 0.139 -0.150 -0.138 -0.078
C -8.287200 0.714100 0.368900 -0.466 -0.843 -0.524 -0.224
C 3.235700 -0.035600 2.874200 0.036 0.068 -0.087 -0.706
C 4.288900 -2.842500 -0.333300 -0.096 -0.071 -0.019 -0.059
H -0.039300 4.108100 -5.983600 -0.002 0.130 -0.091 0.125
H 1.387100 4.619600 2.710600 -0.085 -0.015 0.023 0.095
H 0.090400 -0.106700 -6.689300 0.026 -0.135 0.015 0.107
H -9.704900 -1.949700 -1.276300 -0.046 -0.117 -0.043 0.110
H -6.826400 -1.716000 -1.098700 0.006 0.035 0.081 0.157
H -0.273000 -4.212000 -1.686800 -0.022 -0.067 -0.263 0.054
H -9.361800 2.311200 1.327200 -0.011 0.111 0.114 0.113
H -2.150000 -1.830800 -0.903500 0.012 0.072 -0.046 0.089
H 0.039000 6.455900 1.734800 0.013 -0.012 0.015 0.092
H 5.126600 -2.989600 0.329300 0.122 -0.012 0.076 0.117
H -0.194400 3.705400 -2.541800 -0.027 0.042 -0.309 0.044
H -11.726700 -0.782600 -0.464200 -0.026 -0.022 -0.052 0.107
H -0.037100 4.778400 3.772100 -0.021 -0.043 0.013 0.094
H -4.570900 -1.796000 -1.175100 0.005 -0.051 -0.098 0.113
H 0.097200 2.202400 -7.563100 0.001 0.011 -0.097 0.116
H 0.405700 -4.948900 -0.214800 0.261 0.032 0.178 0.069
H 2.798500 -3.021600 1.222200 0.031 0.052 0.166 0.120
H 5.500600 -2.600500 -2.074100 0.089 -0.008 -0.059 0.112
H -4.695500 1.528000 1.529700 -0.009 0.052 0.066 0.120
H -1.449800 5.484100 1.867700 0.086 0.030 0.008 0.089
H -0.016300 -0.502600 -4.251500 -0.005 -0.029 0.046 0.111
H -11.564800 1.306300 0.786500 -0.081 0.072 0.033 0.105
H -2.236400 1.282400 1.787200 -0.048 0.024 -0.054 0.062
H 1.280000 -2.274500 -2.684900 -0.070 0.094 -0.142 0.104
H 3.591200 -2.271400 -3.595600 0.008 0.017 -0.107 0.112
H -1.279100 -4.385700 -0.223200 -0.194 0.062 0.080 0.052
```
Positions in Å, forces in eV/Å.

(2)
# C31H19N6O9SW

C31H19N6O9SW as an isolated structure (ωB97M-V with the def2-TZVPD basis set, OMol25).

The calculation puts the relative energy (zero: lowest compared OMol25 entry of this formula, charge and spin) at 23.3 kcal/mol. Its net charge is -1. The molecular weight comes out at 835.4 g mol⁻¹. Its LUMO energy (alpha / beta) is 1.611 / 1.609 eV. Its HOMO energy (alpha / beta) is -0.1794 / -0.1794 hartree. For the gap between HOMO and LUMO (alpha / beta), the calculation gives 0.2386 / 0.2386 Eh.

XYZ file:
```
67
Properties=species:S:1:pos:R:3:forces:R:3:lowdin_charge:R:1
W -0.438792 -0.371743 0.368112 0.290 -0.608 0.542 1.735
S 1.251345 -1.047182 -1.323690 0.007 0.057 -0.044 0.808
O -1.980279 0.491389 4.303841 0.018 -0.027 -0.026 0.043
O 2.129305 -6.889743 -0.053193 0.017 -0.027 0.024 0.041
O 1.241125 3.610859 0.164670 -0.062 -0.005 0.052 0.046
O 1.370331 -0.986560 1.578250 -0.151 0.131 -0.181 -0.148
O -1.693165 -1.222571 -0.997871 -0.053 0.014 -0.121 -0.325
O -1.110222 -1.975138 1.410342 -0.069 0.250 0.104 -0.146
O -2.601152 -2.866044 -2.186324 -0.021 -0.014 0.026 0.092
O 2.832499 -2.458394 2.170302 -0.027 -0.005 0.091 0.092
O 0.508130 -7.036714 -1.462765 -0.017 -0.030 -0.008 0.044
N 0.787060 1.404990 0.705068 -0.025 0.102 0.046 -0.031
N -2.651554 0.173632 0.864908 -0.074 -0.001 -0.025 0.039
N -0.630435 0.386392 2.424242 0.002 0.057 0.039 -0.012
N -0.818147 1.167748 -1.308975 -0.017 0.150 -0.231 0.009
N 1.141935 -6.432487 -0.609615 -0.014 0.120 -0.012 -0.374
N 1.774456 -2.199579 1.629468 0.182 0.040 -0.105 -0.296
C 1.429993 -4.382455 0.649381 0.012 0.154 0.088 0.104
C 3.209867 2.513728 -3.405831 0.007 -0.009 0.013 -0.101
C 1.317634 1.562496 2.013370 -0.012 0.038 -0.048 -0.228
C -1.519170 0.953220 -2.436839 0.038 0.038 0.019 -0.113
C 1.995248 0.355319 -2.106195 0.046 0.037 0.006 -0.613
C -0.876743 -3.325296 -0.568158 0.044 -0.070 0.015 -0.110
C -0.295402 -2.588941 0.552061 -0.004 -0.005 -0.167 -0.460
C -0.158277 2.330236 -1.225585 -0.035 0.009 0.091 -0.176
C -5.279618 0.243025 1.763999 -0.035 -0.006 0.031 -0.047
C -0.429546 -4.543905 -0.930042 -0.001 0.122 0.064 0.084
C 0.984734 -3.109057 0.992869 -0.168 -0.151 -0.052 -0.165
C -1.640436 1.900698 -3.433246 -0.024 -0.058 -0.017 -0.041
C -2.937472 0.191979 2.169590 -0.003 -0.022 0.004 -0.163
C 2.037807 1.722864 4.666971 0.010 0.004 0.004 -0.096
C -4.990474 0.259180 0.407660 0.011 0.003 -0.026 -0.040
C 0.692401 -5.108574 -0.246290 0.013 -0.236 -0.097 -0.139
C 2.296324 1.716846 -4.081646 0.002 0.006 0.001 -0.104
C -1.823078 -2.500651 -1.333445 0.035 0.038 -0.030 -0.535
C 0.854706 1.069837 4.328553 0.040 0.000 -0.025 -0.007
C 3.533497 2.218127 -2.087449 -0.006 0.002 -0.032 -0.080
C 0.506519 0.990512 2.990075 -0.086 -0.025 0.020 -0.210
C -3.672792 0.206477 0.000522 0.007 0.008 0.049 -0.085
C -4.232524 0.210738 2.660807 0.038 0.006 -0.050 0.014
C 1.691250 0.648758 -3.435253 -0.015 -0.036 -0.009 -0.134
C -1.002658 3.123491 -3.301648 0.038 0.051 0.018 -0.045
C -0.233286 3.332297 -2.177856 -0.041 -0.037 -0.020 0.013
C 0.707656 2.522938 -0.029021 0.119 -0.007 -0.133 -0.492
C -1.775993 0.324934 3.103878 -0.031 0.021 0.075 -0.464
C 2.942894 1.140095 -1.447128 0.010 -0.027 0.012 -0.114
C 2.846032 2.285956 3.693132 -0.005 -0.003 0.003 -0.095
C 2.485595 2.214672 2.349558 0.019 -0.021 0.030 -0.018
H -0.874762 -5.063029 -1.766700 0.012 -0.026 0.002 0.133
H -6.305136 0.260363 2.110386 -0.001 0.001 -0.004 0.108
H -5.770196 0.292399 -0.339942 -0.006 0.001 0.005 0.106
H -3.427497 0.163771 -1.045461 0.013 0.000 -0.012 0.095
H -2.226477 1.655650 -4.308264 0.000 0.012 -0.002 0.109
H 3.763669 2.788269 3.972744 0.001 -0.001 0.006 0.092
H 3.674587 3.355338 -3.904397 -0.003 0.003 -0.002 0.094
H 0.976078 0.023605 -3.955845 -0.005 0.004 -0.008 0.100
H -1.974807 -0.017753 -2.538484 -0.006 -0.005 0.010 0.107
H 2.047797 1.930636 -5.114623 -0.003 -0.002 -0.002 0.098
H 4.246162 2.833130 -1.552635 -0.001 -0.001 0.008 0.104
H -4.358033 0.217726 3.733609 -0.002 0.000 0.005 0.120
H 2.328022 1.783891 5.708741 0.000 0.000 0.002 0.093
H 3.096511 2.668233 1.583498 -0.011 0.002 -0.006 0.106
H 2.357680 -4.763537 1.050589 0.001 -0.010 -0.007 0.136
H 0.336249 4.231212 -1.992575 0.006 -0.001 0.001 0.124
H 0.218511 0.629951 5.079065 0.001 0.001 0.004 0.100
H 3.197316 0.900975 -0.422337 0.002 -0.002 -0.002 0.105
H -1.082802 3.880775 -4.070932 -0.006 -0.004 -0.004 0.110
```
Positions in Å, forces in eV/Å.

(3)
# C3H9N3P

A 2-piece molecular cluster, C3H9N3P overall at a distorted geometry (ωB97M-V with the def2-TZVPD basis set, OMol25).

The calculation puts the relative energy (zero: lowest compared OMol25 entry of this formula, charge and spin) at 95.0 kcal/mol. Its net charge is +1. The molecular weight comes out at 118.1 g mol⁻¹. Its LUMO energy (alpha / beta) is -4.444 / -7.085 eV. Its HOMO energy (alpha / beta) is -0.5017 / -0.4446 hartree. For the gap between HOMO and LUMO (alpha / beta), the calculation gives 0.3384 / 0.1842 Eh.

XYZ file:
```
16
Properties=species:S:1:pos:R:3:forces:R:3:lowdin_charge:R:1
P -3.805919 0.185822 -0.186582 0.088 -0.265 0.088 0.580
N 0.201586 0.613025 0.685408 0.862 -0.230 -0.769 0.110
N 0.574598 -1.303104 -0.587193 0.532 -0.535 -0.636 0.181
N -0.761918 -0.393504 0.978456 -0.445 0.208 0.901 0.116
C 2.572713 0.042993 -0.104523 -0.150 -0.137 -0.014 -0.010
C -0.425948 -1.437933 0.235420 -0.367 -0.058 0.143 -0.175
C 1.103654 -0.022362 -0.480050 0.282 1.193 0.298 -0.302
H 0.920328 0.560881 -1.390794 -0.161 -0.065 0.106 0.171
H -3.571043 1.094046 -1.229934 0.086 0.213 -0.264 -0.251
H 0.773599 0.796416 1.523681 -0.228 -0.103 -0.108 0.189
H 3.153518 -0.396667 -0.910092 0.028 -0.014 -0.065 0.103
H -0.254544 1.495411 0.432007 -0.156 -0.156 0.012 0.186
H 2.888212 1.074516 0.027134 0.028 0.078 0.010 0.096
H 2.763087 -0.531702 0.797807 0.045 -0.044 0.137 0.097
H -5.150464 0.576197 -0.107310 -0.214 0.054 0.096 -0.229
H -0.981461 -2.354038 0.316566 -0.231 -0.139 0.067 0.137
```
Positions in Å, forces in eV/Å.

(4)
# C19H14N4O5PtS

C19H14N4O5PtS as an isolated structure (ωB97M-V with the def2-TZVPD basis set, OMol25).

The spin multiplicity is 2. The calculation puts the relative energy (zero: lowest compared OMol25 entry of this formula, charge and spin) at 11.1 kcal/mol. Its net charge is +1. The molecular weight comes out at 605.5 g mol⁻¹. Its LUMO energy (alpha / beta) is -4.903 / -4.812 eV. Its HOMO energy (alpha / beta) is -0.4341 / -0.4389 hartree. For the gap between HOMO and LUMO (alpha / beta), the calculation gives 0.2539 / 0.2621 Eh.

XYZ file:
```
44
Properties=species:S:1:pos:R:3:forces:R:3:lowdin_charge:R:1
Pt -0.730228 -0.390216 -0.023457 -0.138 -0.126 -0.377 1.149
S -2.427843 -1.194732 -1.246510 0.105 0.309 -0.341 0.782
O 2.527147 0.247105 -0.490533 -0.094 0.051 -0.045 0.064
O -1.889453 0.563406 1.532209 0.015 -0.044 -0.168 -0.160
O -0.024203 -2.263432 -0.149695 0.368 -0.192 0.109 -0.270
O 4.136252 -0.783035 0.506639 -0.053 -0.021 -0.045 0.119
O -1.929875 0.573683 3.766081 -0.060 0.037 -0.117 0.123
N -0.024173 2.810869 -2.620476 0.012 0.003 -0.040 0.156
N 3.011143 -0.347092 0.455373 0.097 0.135 0.156 -0.339
N -0.530180 -3.031151 -1.141034 -0.096 0.025 0.146 -0.181
N -0.679311 1.482812 -0.995448 -0.067 0.205 0.578 -0.063
C -0.346207 -5.009642 -2.384696 0.002 -0.005 -0.021 -0.014
C -2.121247 -3.450300 -2.815634 0.011 -0.026 0.034 -0.050
C 0.020226 -0.233689 2.720362 -0.073 -0.093 0.044 -0.120
C 1.676677 -1.676169 3.682371 -0.045 0.009 0.043 0.002
C -1.630060 -2.635299 -1.793644 -0.120 -0.126 0.121 -0.595
C -1.381231 0.343564 2.715963 0.071 0.009 0.322 -0.601
C -0.157644 3.624616 -1.506622 -0.044 -0.007 0.102 -0.175
C -0.643768 4.650338 0.977967 0.004 -0.010 -0.018 -0.050
C 0.121178 -4.182689 -1.402797 -0.029 -0.031 -0.024 0.017
C -1.485427 -4.635119 -3.104237 0.010 0.016 -0.006 -0.021
C 2.545908 -1.420318 2.619203 0.116 0.008 -0.091 0.033
C -0.337193 1.561030 -2.262913 -0.026 -0.135 -0.039 -0.141
C 0.420573 -1.100264 3.734043 0.047 -0.001 -0.040 0.032
C -0.203431 5.481823 -0.063985 0.003 0.035 0.020 -0.061
C 0.893306 0.055977 1.676894 -0.070 0.298 -0.277 -0.102
C 0.040764 4.989174 -1.326638 0.016 -0.027 -0.038 0.001
C -0.847021 3.298867 0.795416 0.054 0.056 -0.075 0.006
C 2.141597 -0.560002 1.628937 -0.066 -0.276 0.075 -0.133
C -0.579998 2.784363 -0.474753 -0.097 -0.044 -0.039 -0.194
H 1.990998 -2.349235 4.468615 0.007 -0.009 -0.010 0.124
H 3.519265 -1.885093 2.557351 -0.003 -0.002 0.021 0.131
H -0.264350 -1.306638 4.545097 -0.009 0.012 -0.002 0.137
H -1.862214 -5.271089 -3.893084 0.000 0.000 0.001 0.127
H 0.263066 3.095183 -3.542189 -0.006 -0.007 -0.001 0.176
H -1.234932 2.672431 1.580305 -0.015 0.023 0.041 0.099
H -0.844838 5.087718 1.946163 -0.002 -0.014 0.006 0.115
H 0.368589 5.631048 -2.132744 -0.003 -0.007 -0.008 0.120
H 0.692538 0.920606 1.027057 0.188 -0.017 -0.007 0.104
H -2.998939 -3.125650 -3.355871 -0.012 -0.020 0.002 0.123
H 0.997265 -4.360174 -0.797956 -0.010 0.019 0.013 0.152
H -0.063445 6.536814 0.127401 -0.001 -0.001 0.001 0.114
H -0.310987 0.726960 -2.943989 0.028 -0.007 0.003 0.138
H 0.181707 -5.927354 -2.594543 -0.012 -0.006 -0.008 0.125
```
Positions in Å, forces in eV/Å.